{"formula": "C48H96O20S6", "method": "ωB97M-V/def2-TZVPD", "homo_energy_ev": -9.15, "total_energy_ev": -157291.7692, "e_above_lowest_kcal_mol": 0.0, "lumo_ha": -0.00071, "total_charge": 0, "symbols": ["H", "H", "C", "H", "H", "H", "H", "C", "S", "H", "H", "S", "C", "C", "H", "O", "C", "C", "H", "O", "H", "H", "H", "C", "H", "C", "H", "C", "H", "C", "O", "C", "H", "H", "H", "H", "C", "C", "C", "H", "H", "H", "H", "H", "O", "H", "O", "C", "S", "O", "H", "C", "H", "H", "H", "H", "H", "H", "C", "O", "H", "H", "H", "H", "C", "H", "O", "H", "H", "C", "C", "C", "H", "C", "O", "H", "H", "C", "C", "H", "C", "H", "H", "H", "C", "C", "C", "H", "C", "H", "S", "H", "C", "H", "C", "H", "H", "O", "H", "O", "C", "H", "H", "H", "O", "C", "H", "H", "H", "H", "H", "H", "H", "O", "H", "H", "H", "C", "H", "C", "H", "C", "C", "H", "S", "S", "H", "H", "H", "H", "H", "H", "C", "O", "H", "O", "H", "C", "O", "O", "C", "O", "C", "H", "H", "C", "C", "C", "H", "H", "H", "C", "H", "C", "C", "O", "H", "H", "H", "H", "H", "H", "H", "O", "H", "H", "H", "C", "H", "H"], "coordinates": [[-5.294, -3.656, -3.362], [3.186, 3.593, 1.297], [-2.587, -3.956, 4.835], [3.378, 4.980, -2.208], [0.210, 3.864, 1.881], [0.189, -3.695, -2.474], [-1.431, 0.383, -6.431], [-6.441, -0.795, 0.226], [1.894, 5.515, -3.960], [1.855, -4.978, 4.517], [-7.877, 2.326, 0.056], [-2.967, -4.520, 3.152], [-0.271, -1.268, 1.572], [-5.534, -3.360, -2.337], [2.939, 4.214, 7.079], [1.697, -3.909, 0.363], [1.677, -2.926, 5.019], [5.281, 5.280, 0.799], [1.463, 2.557, -4.331], [-4.561, -4.095, -0.341], [0.103, 2.428, -3.097], [-1.894, -1.838, 0.289], [-6.146, -1.604, 0.890], [0.925, 3.013, -3.492], [3.794, 3.066, 4.770], [-4.647, -3.771, 3.114], [-2.796, 4.880, -2.338], [1.960, 3.353, -2.407], [1.269, 3.765, 7.406], [-2.964, 2.684, -2.955], [-4.462, -0.222, -1.519], [2.941, 4.357, -2.980], [0.050, -0.115, -7.238], [2.361, 3.126, 3.791], [1.057, 5.038, 2.900], [4.205, -0.400, 0.519], [-0.811, -0.196, -0.569], [0.465, 4.380, -3.982], [3.959, 3.060, 0.743], [6.088, 5.805, 0.294], [-6.427, -3.857, -1.972], [1.846, -1.076, 1.423], [-0.068, 4.453, -4.925], [-2.834, -4.037, -3.072], [-2.353, 5.123, -5.004], [-4.530, -2.802, 2.623], [2.488, 5.637, -5.278], [2.272, -4.029, 4.163], [5.302, -1.152, 2.477], [4.993, 0.191, 2.942], [0.511, -2.098, -2.443], [-4.989, -3.546, 4.582], [0.678, 5.674, -1.242], [2.952, -1.471, -2.503], [-0.469, 4.642, -0.316], [-0.287, -2.348, -0.283], [-3.514, 1.127, -4.389], [2.926, 1.527, 4.246], [-3.412, 4.121, -2.817], [-2.988, -5.964, 3.134], [-0.214, 4.672, -3.176], [2.187, -0.489, -4.195], [2.628, -6.393, -1.120], [0.370, -2.935, -4.079], [-0.859, -1.532, 0.157], [4.210, -2.695, -2.694], [1.565, 1.643, 6.331], [-5.763, -2.786, 4.679], [1.633, 4.832, 6.078], [0.147, -0.116, -5.101], [-3.707, -3.007, 5.262], [-3.898, 2.078, -4.018], [-0.902, -1.379, -6.465], [3.197, -2.518, -2.337], [1.824, 0.335, -0.975], [0.040, -6.498, 0.734], [3.348, -4.123, 4.271], [-7.263, 1.470, -0.225], [0.755, -2.961, -3.065], [3.113, -2.776, -1.278], [-7.509, 0.232, 0.643], [-4.856, 1.805, -3.566], [1.221, 0.227, 2.362], [2.098, 0.236, -5.768], [2.203, -3.398, -3.051], [2.848, 2.554, 4.586], [-0.003, 5.629, -0.398], [-0.728, 6.436, -0.471], [1.543, -5.089, 0.142], [-7.597, 1.284, -1.250], [-3.658, 4.711, -4.527], [-3.828, -2.993, 6.341], [5.847, -1.708, -0.073], [1.933, -3.856, 3.144], [2.738, -5.973, -0.116], [-0.568, -4.923, 0.153], [-1.083, -0.792, 2.121], [2.537, -4.393, -3.652], [-3.445, -2.023, 4.872], [4.915, -2.334, 3.216], [0.990, -0.410, 1.511], [-2.635, -2.715, -1.866], [-5.236, -4.482, 5.083], [7.980, -2.100, 0.235], [-3.964, 0.036, 0.920], [-0.613, -0.333, -6.398], [3.414, -2.891, 6.257], [-2.942, 2.121, -2.026], [-0.553, 5.349, 2.490], [-4.399, 4.133, -2.343], [7.515, -1.643, 2.938], [2.853, -6.769, 0.620], [1.835, -3.202, 7.056], [-4.827, 5.540, -4.647], [4.402, 5.892, 0.993], [5.723, 4.941, 1.744], [1.794, -1.484, -5.557], [-5.793, 1.731, -0.078], [0.003, -2.227, 2.000], [1.610, -0.501, -5.115], [-5.546, 1.977, 0.959], [1.993, 3.949, 6.608], [2.030, 2.643, 5.845], [-7.367, 0.451, 1.703], [-4.914, 0.138, -0.184], [0.758, 0.576, -0.017], [0.132, -6.074, -1.021], [4.605, 2.561, 1.476], [-8.477, -0.256, 0.552], [7.422, -0.282, 1.760], [3.964, -2.210, 0.887], [-0.885, -0.161, -1.656], [7.049, -1.267, 2.029], [0.654, -2.391, 4.671], [-2.533, -4.889, 5.396], [1.491, 6.691, -3.219], [-1.647, 0.377, -0.166], [2.371, -2.597, 6.316], [-0.435, 0.118, -4.062], [5.399, 3.746, -1.024], [-4.338, -3.821, -1.510], [1.905, 6.283, 0.857], [0.178, -5.701, 0.006], [-5.609, -2.279, -2.242], [-1.980, 2.654, -3.436], [4.633, -1.359, 0.793], [4.903, 4.033, 0.044], [-2.911, -3.759, -2.023], [3.683, -5.430, -0.147], [1.420, 3.701, -1.530], [-2.356, -4.447, -1.393], [-4.002, 3.062, -5.215], [5.531, -2.609, -0.605], [7.048, -2.172, 0.791], [0.363, 4.927, 2.064], [-2.244, -3.818, 2.119], [3.528, 2.311, 0.085], [-3.128, 2.840, -5.824], [-6.694, -1.254, -0.731], [6.874, -3.225, 1.010], [-1.579, -3.545, 4.766], [3.538, 3.878, -3.749], [-5.329, -4.316, 2.465], [0.456, 1.946, 0.359], [-4.940, 3.060, -5.756], [2.225, -1.560, 6.607], [6.152, -0.992, -0.832], [0.852, 5.700, 0.863], [2.468, 2.428, -2.135], [-5.248, 2.444, -0.697]]}